No. 1
Below is a structure of composition C19H32AsN2O8S5SiTi in a non-equilibrium geometry, with properties calculated with the ωB97M-V functional and the def2-TZVPD basis.

Each line ends with the natural charge from an NBO analysis.
Element x y z (Å)
Ti: 0.85881 -0.17571 -1.02486  1.012
S: 5.35031 -1.33066 -1.79831  -0.602
As: 3.37710 -0.73067 -1.66695  0.970
S: 2.03038 -2.12258 -0.50826  -0.448
S: 2.87087 1.12101 -0.58654  -0.516
S: 2.12400 -0.38692 -3.37393  -0.557
C: 0.79174 3.86114 -1.74620  -0.667
C: 0.05761 2.82422 -2.51408  0.446
N: -0.06958 1.55853 -2.18649  -0.478
C: -0.81517 0.96191 -3.17196  0.016
C: -1.16197 1.87298 -4.11072  0.006
N: -0.60687 3.04855 -3.67029  -0.478
C: -1.92101 1.85490 -5.38233  0.771
O: -2.38054 0.68674 -5.78335  -0.664
O: -2.07950 2.88642 -5.99471  -0.607
C: -1.09390 -0.48056 -3.04617  0.814
O: -1.74672 -1.07899 -3.88418  -0.620
O: -0.58486 -0.99913 -1.95637  -0.723
H: 1.20652 3.40685 -0.85323  0.278
H: 0.11838 4.66845 -1.45459  0.228
H: 1.60468 4.27664 -2.34282  0.238
H: -0.68291 3.91388 -4.18171  0.441
H: -2.12029 -0.03723 -5.14221  0.517
C: 1.14788 0.00685 4.89787  -0.631
C: 1.37083 -0.96891 3.74764  0.275
C: 2.68692 -0.67483 3.04395  -0.622
C: 1.31141 -2.41031 4.23426  -0.629
O: 0.38338 -0.78734 2.71803  -0.948
Si: -1.23887 -0.83922 2.67981  2.255
S: -1.79030 0.05438 0.81696  -0.450
O: -1.85128 -0.02383 3.95673  -0.952
C: -3.14495 -0.00792 4.57161  0.278
C: -3.23502 1.31498 5.31014  -0.613
C: -4.24404 -0.10349 3.51786  -0.645
C: -3.22941 -1.18069 5.54147  -0.631
O: -1.87102 -2.33884 2.75576  -0.978
C: -1.94804 -3.45861 1.85159  0.292
C: -1.85015 -4.69848 2.72200  -0.618
C: -0.81154 -3.42669 0.83812  -0.640
C: -3.29553 -3.38537 1.15438  -0.632
H: 2.03066 -0.00885 5.53989  0.204
H: 0.27131 -0.25000 5.49847  0.213
H: 1.01075 1.01991 4.51264  0.225
H: 3.50042 -0.67380 3.77514  0.196
H: 2.64669 0.30211 2.55450  0.234
H: 2.89841 -1.41771 2.27455  0.233
H: 2.09559 -2.58608 4.97661  0.208
H: 1.46828 -3.09346 3.39679  0.217
H: 0.34539 -2.63493 4.69553  0.210
H: -3.13980 2.14361 4.60454  0.218
H: -2.42593 1.39009 6.04044  0.211
H: -4.19236 1.40126 5.83242  0.199
H: -4.13050 0.69019 2.77729  0.228
H: -5.22611 -0.00811 3.98870  0.206
H: -4.20248 -1.06652 2.99994  0.223
H: -2.46569 -1.08336 6.31790  0.207
H: -3.06634 -2.11939 5.00713  0.230
H: -4.21208 -1.21430 6.02249  0.201
H: -0.87865 -4.73441 3.22084  0.213
H: -1.96360 -5.59968 2.11462  0.206
H: -2.63309 -4.68667 3.48451  0.206
H: 0.15464 -3.37776 1.34429  0.219
H: -0.89423 -2.57003 0.16934  0.231
H: -0.83038 -4.33249 0.22603  0.217
H: -4.10334 -3.40545 1.89143  0.202
H: -3.42133 -4.23143 0.47267  0.209
H: -3.36814 -2.46291 0.57353  0.230
O: 0.09965 2.02424 0.97960  -0.540
C: -0.09366 0.99002 0.44854  0.257

Atomic forces in eV per Å
Ti 0.6 -0.3 -0.3
S 0.0 0.0 0.0
As 1.0 -0.1 -0.2
S -0.1 0.4 0.0
S -0.2 -0.2 0.1
S -0.1 0.0 0.3
C 0.0 0.0 -0.1
C 0.0 0.1 0.0
N -0.1 -0.4 -0.2
C 0.0 -0.2 0.3
C 0.0 0.3 -0.2
N 0.1 0.2 -0.1
C 0.1 0.1 0.0
O 0.1 0.0 0.1
O -0.1 -0.1 0.0
C 0.2 -0.3 0.6
O -0.1 -0.1 -0.2
O -0.9 0.2 -1.0
H 0.0 0.0 0.0
H 0.0 0.0 0.0
H 0.0 0.0 0.0
H 0.0 0.0 0.0
H -0.2 0.0 0.0
C 0.0 0.1 0.0
C 0.0 0.0 -0.3
C 0.2 0.1 0.2
C 0.1 -0.1 0.1
O -0.4 0.1 0.0
Si -0.1 0.2 -0.3
S 0.1 -0.2 0.2
O 0.2 -0.1 0.1
C 0.0 -0.2 -0.2
C 0.0 0.1 0.1
C 0.0 -0.1 -0.1
C 0.0 -0.1 0.1
O -0.1 -0.1 0.2
C 0.1 0.2 -0.1
C 0.0 -0.1 0.1
C 0.0 -0.1 0.0
C -0.1 0.0 -0.1
H 0.0 0.0 0.1
H 0.1 0.0 -0.1
H 0.0 -0.1 0.0
H 0.0 0.0 -0.1
H 0.0 -0.1 0.1
H -0.1 0.0 0.0
H 0.0 0.0 0.0
H 0.0 0.0 0.0
H 0.0 0.1 0.0
H 0.0 0.0 0.0
H 0.0 0.0 0.0
H 0.1 0.0 0.0
H 0.0 0.0 0.0
H 0.0 0.0 0.0
H 0.0 0.1 0.1
H 0.0 0.0 0.0
H 0.0 0.1 0.0
H 0.1 0.0 0.0
H 0.0 0.0 0.0
H 0.0 0.0 0.0
H 0.0 0.0 0.0
H 0.0 0.0 0.0
H -0.1 -0.1 0.0
H 0.0 0.1 0.0
H 0.0 0.0 0.0
H 0.0 0.1 0.0
H 0.0 -0.1 0.0
O -0.1 -0.1 0.1
C 0.1 0.7 0.6

Summary:
HOMO (eV): -5.372
Strongest force on any atom (eV/Å): 1.4
Relative energy (zero: lowest compared OMol25 entry of this formula, charge and spin) (kcal per mole): 27.6
Total charge: -1

No. 2
Below is a structure of composition C19H32BN7O2STc, with properties calculated with the ωB97M-V functional and the def2-TZVPD basis.

Each line ends with the natural charge from an NBO analysis.
Element x y z (Å)
Tc: -0.90218 -0.91070 -0.61423  1.435
C: -0.88297 -2.14538 -3.94622  -0.656
C: 0.29272 -1.37797 -3.44383  0.243
C: 1.45270 -1.05495 -4.12092  -0.317
C: 2.24698 -0.32330 -3.23909  0.299
C: 3.58347 0.29389 -3.46236  -0.662
N: 1.58811 -0.23290 -2.07983  -0.328
N: 0.38691 -0.87434 -2.18253  -0.323
B: 1.82755 0.54289 -0.78828  0.505
N: 1.73846 -0.48237 0.38221  -0.312
N: 0.54331 -1.11552 0.63616  -0.252
C: 0.72726 -1.92640 1.73784  0.246
C: -0.32815 -2.80677 2.30183  -0.663
C: 2.02313 -1.79058 2.14726  -0.304
C: 2.63438 -0.86277 1.28204  0.342
C: 4.03020 -0.35006 1.31494  -0.669
N: 0.65281 1.55047 -0.60484  -0.320
N: -0.65663 1.11229 -0.55708  -0.357
C: -1.44243 2.22641 -0.46426  0.245
C: -2.93124 2.20830 -0.47966  -0.644
C: -0.63618 3.33853 -0.42069  -0.326
C: 0.68098 2.87943 -0.51384  0.320
C: 1.93785 3.67829 -0.52384  -0.665
H: -0.87066 -2.14603 -5.03368  0.259
H: -1.82919 -1.70763 -3.62722  0.216
H: -0.85563 -3.17814 -3.59961  0.265
H: 1.69243 -1.30849 -5.14046  0.261
H: 3.93678 0.05702 -4.46182  0.258
H: 4.31391 -0.07763 -2.74346  0.244
H: 3.53592 1.37957 -3.36585  0.244
H: 2.87579 1.10476 -0.77972  0.012
H: -1.28422 -2.29197 2.36061  0.216
H: -0.05469 -3.08850 3.31565  0.271
H: -0.43106 -3.72088 1.71236  0.255
H: 2.48905 -2.28941 2.98120  0.267
H: 4.57946 -0.82294 2.12408  0.260
H: 4.04466 0.72981 1.46822  0.254
H: 4.54161 -0.56088 0.37525  0.256
H: -3.34605 1.21378 -0.36246  0.186
H: -3.29938 2.61253 -1.42365  0.265
H: -3.32438 2.82890 0.32376  0.263
H: -0.95189 4.36710 -0.35110  0.262
H: 1.70675 4.73065 -0.38357  0.257
H: 2.46154 3.56429 -1.47426  0.253
H: 2.61480 3.36107 0.26993  0.247
N: -2.74228 -1.15705 0.56708  -0.844
C: -3.22522 -2.56671 0.46974  -0.359
C: -2.52094 -3.30184 -0.65645  0.761
O: -2.87358 -4.33178 -1.11020  -0.447
O: -1.35960 -2.66694 -1.08403  -0.636
H: -2.62990 -0.81375 1.52459  0.445
H: -3.46403 -0.56364 0.16863  0.409
H: -4.29717 -2.60925 0.29438  0.262
H: -3.02921 -3.10755 1.39318  0.259
C: -0.46669 2.04051 3.16560  -0.730
S: -1.64332 0.67685 3.12716  0.106
C: -2.86289 1.21852 4.34026  -0.729
H: -0.93109 2.97040 2.84195  0.227
H: 0.34764 1.78893 2.48573  0.218
H: -0.06459 2.15528 4.17023  0.242
H: -2.40116 1.31381 5.32041  0.239
H: -3.63722 0.45555 4.39190  0.241
H: -3.31134 2.16521 4.04489  0.229

Atomic forces in eV per Å
Tc -0.1 0.1 -0.1
C 0.1 0.0 0.0
C -0.1 0.0 0.2
C 0.1 0.1 -0.1
C 0.0 0.0 -0.1
C 0.0 0.0 0.0
N -0.2 -0.1 0.1
N 0.2 -0.1 -0.1
B 0.0 0.1 0.1
N 0.0 0.0 -0.1
N 0.1 0.0 0.0
C -0.1 0.0 0.0
C 0.0 0.0 0.0
C 0.1 0.1 0.1
C 0.1 -0.1 0.1
C 0.0 0.0 0.0
N 0.0 -0.1 0.0
N 0.0 0.1 -0.1
C 0.0 -0.1 0.0
C 0.0 0.0 0.0
C 0.0 0.1 0.0
C 0.0 0.1 0.0
C 0.0 -0.1 0.0
H 0.0 0.0 0.0
H 0.0 0.0 0.0
H 0.0 0.0 0.0
H 0.0 0.0 0.0
H 0.0 0.0 0.0
H 0.0 0.0 0.0
H 0.0 0.0 0.0
H -0.1 0.0 0.0
H 0.1 0.0 0.0
H 0.0 0.0 0.0
H 0.0 0.0 0.0
H 0.0 0.0 0.0
H 0.0 0.0 0.0
H 0.0 0.0 0.0
H 0.0 0.0 0.0
H 0.0 0.0 0.0
H 0.0 0.0 0.0
H 0.0 0.0 0.0
H 0.0 0.0 0.0
H 0.0 0.0 0.0
H 0.0 0.0 0.0
H 0.0 0.0 0.0
N -0.1 -0.2 0.1
C 0.1 0.2 0.0
C 0.2 0.1 0.0
O 0.0 0.0 -0.1
O -0.3 -0.2 0.0
H 0.0 -0.1 0.0
H 0.0 0.1 0.0
H 0.0 0.0 0.0
H 0.0 0.0 0.0
C 0.0 0.0 0.0
S 0.0 -0.1 0.0
C 0.0 0.1 0.0
H 0.0 0.0 0.0
H 0.0 0.0 0.0
H 0.0 0.0 0.0
H 0.0 0.0 0.0
H 0.0 0.0 0.0
H 0.0 0.0 0.0

Summary:
HOMO (alpha / beta) (eV): -14.267 / -14.266
Strongest force on any atom (eV/Å): 0.4
Multiplicity: 2
Relative energy (zero: lowest compared OMol25 entry of this formula, charge and spin) (kcal per mole): 25.6
Total charge: +2

Among the records above, which one has the lowest total charge?
C19H32AsN2O8S5SiTi